Entry 1:
DFT (ωB97M-V/def2-TZVPD) results for 2 unconnected molecules or ions with the total composition C3H5N2 at a distorted geometry.

Geometry as XYZ:
```
10
C3H5N2 (ωB97M-V/def2-TZVPD)
C -0.3413 0.7775 -0.1257
C -0.0468 -0.7498 -0.2433
C 0.6446 0.0949 0.6202
N 3.8140 -0.1394 -0.0881
N 2.7487 0.0552 0.0327
H 0.0494 1.2380 -1.1274
H -1.2482 1.2285 0.3366
H -0.5622 -1.6597 0.1244
H 0.3216 -1.1754 -1.1402
H 0.9940 0.2749 1.6678
```

Multiplicity ... 3
<S²> ... 2.003
Frontier orbital gap (alpha / beta) ... 10.560 / 7.467 eV
Energy relative to the best compared isomer or geometry (same formula, charge and spin) ... 2.959 eV
E ... -226.28977 a.u.
Net charge ... +1



Entry 2:
DFT (ωB97M-V/def2-TZVPD) results for a gas-phase ion, C5H16N3 (charge +1) at a distorted geometry.

Geometry as XYZ:
```
24
C5H16N3 (ωB97M-V/def2-TZVPD)
N 1.9483 2.2502 1.0216
C 0.5903 2.5642 1.5197
C -0.4887 1.8570 0.6100
N 0.1956 0.8484 -0.1768
C -0.2036 -0.5692 0.0167
C -0.8444 -1.1611 -1.3351
N -0.4815 -2.4478 -1.5739
C -1.1286 -3.5872 -0.8149
H 1.9347 1.2577 0.5950
H 2.3112 2.8527 0.2408
H 2.5665 2.2376 1.7859
H 0.4544 2.3555 2.4962
H 0.2942 3.6728 1.2931
H -1.2463 1.4417 1.3080
H -0.8520 2.6456 -0.0741
H 0.2101 1.1105 -1.2185
H 0.7201 -1.0915 0.3959
H -0.7684 -0.6906 0.9529
H -1.9174 -0.8891 -1.5498
H -0.1339 -0.6211 -2.1665
H 0.5269 -2.5827 -1.6371
H -2.2454 -3.4607 -0.7663
H -0.6479 -3.4452 0.2151
H -0.7944 -4.5477 -1.1377
```

Frontier orbital gap ... 7.684 eV
Energy relative to the best compared isomer or geometry (same formula, charge and spin) ... 3.737 eV
E ... -364.03801 a.u.
Net charge ... +1



Entry 3:
DFT (ωB97M-V/def2-TZVPD) results for a molecular structure, C47H45ClMoN2O6P2SSb.

Geometry as XYZ:
```
106
C47H45ClMoN2O6P2SSb (ωB97M-V/def2-TZVPD)
Mo 0.9999 -1.5150 -0.4890
C 3.3664 -6.0841 1.4415
O 2.3562 -5.0422 1.4851
C 2.3348 -4.1015 0.5965
O 1.4271 -3.2433 0.6608
N 3.2607 -4.0417 -0.3717
N 3.1450 -2.9822 -1.2710
H 3.1423 -6.7271 2.2833
H 4.3585 -5.6509 1.5644
H 3.2789 -6.6509 0.5155
H 3.9928 -4.7291 -0.4667
H 3.0343 -3.3311 -2.2176
H 3.9627 -2.3812 -1.2155
O 2.5467 -0.7848 0.5309
P 3.2025 0.5420 1.0124
C 2.5738 1.8712 -0.0318
P 0.7779 1.8530 -0.2570
O 0.3548 0.4253 -0.6545
C 0.3873 3.0356 -1.5167
C -0.8954 3.5860 -1.5179
C -1.2544 4.4861 -2.5068
C -0.3396 4.8402 -3.4900
C 0.9390 4.2938 -3.4918
C 1.3078 3.3925 -2.5075
C 0.0239 2.3224 1.2832
C -0.0176 3.6681 1.6540
C -0.5139 4.0205 2.8991
C -0.9559 3.0352 3.7741
C -0.9113 1.6953 3.4077
C -0.4248 1.3359 2.1604
C 2.7874 0.8195 2.7118
C 2.8689 2.0991 3.2652
C 2.5718 2.2829 4.6049
C 2.1995 1.1964 5.3884
C 2.1197 -0.0765 4.8383
C 2.4132 -0.2708 3.4978
C 4.9514 0.4436 0.7654
C 5.8250 0.5177 1.8493
C 7.1924 0.4257 1.6304
C 7.6787 0.2580 0.3427
C 6.8063 0.1781 -0.7408
C 5.4423 0.2731 -0.5369
H 3.0317 1.7085 -1.0115
H 2.9063 2.8431 0.3410
H -1.6032 3.3226 -0.7420
H -2.2441 4.9233 -2.5043
H -0.6200 5.5522 -4.2553
H 1.6508 4.5781 -4.2554
H 2.3056 2.9735 -2.5288
H 0.3195 4.4408 0.9719
H -0.5578 5.0630 3.1860
H -1.3400 3.3151 4.7469
H -1.2564 0.9328 4.0946
H -0.4062 0.2932 1.8689
H 3.1701 2.9509 2.6659
H 2.6379 3.2709 5.0413
H 1.9761 1.3438 6.4372
H 1.8341 -0.9179 5.4556
H 2.3474 -1.2608 3.0652
H 5.4463 0.6507 2.8550
H 7.8761 0.4911 2.4660
H 8.7461 0.1939 0.1763
H 7.1970 0.0544 -1.7422
H 4.7659 0.2196 -1.3848
Cl -1.1623 -0.5161 -3.8620
C 0.4546 0.1565 -4.1137
C 1.4510 -0.2174 -3.0441
O 2.4568 0.4140 -2.8623
O 1.1998 -1.3504 -2.3521
H 0.3918 1.2409 -4.1443
H 0.8327 -0.1923 -5.0737
S -1.1157 -2.2956 0.0479
Sb -3.1625 -1.3096 -0.7102
C -3.3507 0.7707 -0.6469
C -3.5237 1.3697 0.5999
C -3.9416 2.6901 0.6718
C -4.2234 3.3938 -0.4946
C -4.0470 2.7934 -1.7345
C -3.5966 1.4831 -1.8180
C -3.6465 -2.1912 -2.5360
C -3.0245 -3.3976 -2.8497
C -3.3949 -4.0687 -4.0046
C -4.3727 -3.5366 -4.8366
C -4.9929 -2.3372 -4.5139
C -4.6351 -1.6572 -3.3583
C -4.4611 -2.1487 0.6877
C -4.2290 -2.0332 2.0565
C -5.1380 -2.5794 2.9467
C -6.2681 -3.2364 2.4715
C -6.4898 -3.3565 1.1076
C -5.5846 -2.8136 0.2057
H -3.3674 0.8146 1.5166
H -4.0820 3.1570 1.6386
H -4.5948 4.4090 -0.4345
H -4.2724 3.3384 -2.6422
H -3.4431 1.0332 -2.7918
H -2.2616 -3.8190 -2.2062
H -2.9246 -5.0106 -4.2534
H -4.6582 -4.0638 -5.7373
H -5.7631 -1.9319 -5.1566
H -5.1490 -0.7372 -3.1052
H -3.3402 -1.5414 2.4387
H -4.9665 -2.4976 4.0116
H -6.9758 -3.6616 3.1711
H -7.3656 -3.8747 0.7412
H -5.7616 -2.9171 -0.8583
```

Multiplicity ... 3
<S²> ... 2.013
Frontier orbital gap (alpha / beta) ... 7.349 / 7.611 eV
Energy relative to the best compared isomer or geometry (same formula, charge and spin) ... 0.000 eV
E ... -4227.81109 a.u.
Net charge ... +3



Entry 4:
DFT (ωB97M-V/def2-TZVPD) results for a molecular structure, C39H83N4O7V at a distorted geometry.

Geometry as XYZ:
```
134
C39H83N4O7V (ωB97M-V/def2-TZVPD)
O 0.7306 -0.5267 1.1838
V -0.7661 -0.3840 1.0228
O -1.0182 0.9448 0.2577
C -0.3090 -1.3041 4.1134
C -1.4918 -0.3770 3.9855
C -1.4213 0.9760 4.6509
O -1.6839 -0.1708 2.5000
H -0.2882 -2.0623 3.3564
H -0.3654 -1.8973 5.0730
H 0.6340 -0.7346 4.0356
H -2.4075 -0.8318 4.1600
H -2.2225 1.5304 4.1178
H -0.4190 1.4348 4.3597
H -1.6432 0.9287 5.7666
C 4.5926 -0.5095 1.6380
C 4.8881 -1.8958 2.2117
C 5.8312 -1.7325 3.4293
C 6.0264 -2.9704 4.2679
C 4.5964 -3.5158 4.6848
C 3.5970 -3.6789 3.5397
N 3.6136 -2.4298 2.7353
O 2.7467 -2.5583 1.6465
C 3.9742 -4.8322 2.5358
C 2.2021 -3.8945 4.0569
C 5.6058 -2.7128 1.1251
H 4.0269 0.1903 2.3153
H 3.9582 -0.5941 0.7374
H 5.5339 0.0184 1.3899
H 6.7201 -1.3975 2.9568
H 5.6002 -0.9643 4.1256
H 6.6864 -2.7384 5.1539
H 6.5692 -3.8181 3.7812
H 4.1609 -2.9238 5.4552
H 4.8027 -4.5031 5.1052
H 3.7815 -5.7642 3.0392
H 3.4447 -4.8963 1.6030
H 5.0109 -4.6988 2.2316
H 2.0618 -4.7259 4.6900
H 1.6708 -3.0681 4.4919
H 1.5393 -4.0367 3.2081
H 4.8173 -3.1059 0.4499
H 6.3630 -3.3765 1.5273
H 6.1299 -1.9047 0.5523
H 1.9765 -1.9679 1.7306
C -3.2938 -1.7913 0.7130
C -2.5220 -2.3763 -0.5241
C -2.8395 -1.3425 -1.6363
C -1.9075 -1.3763 -2.8223
C -0.4503 -1.4656 -2.3776
C -0.1518 -2.5961 -1.3554
N -1.0985 -2.2281 -0.2107
O -0.8821 -3.3163 0.7230
C -0.3088 -3.9999 -2.0303
C 1.2971 -2.4606 -0.9760
C -3.0016 -3.7816 -0.9208
H -4.3218 -1.8218 0.4778
H -3.1126 -0.7726 0.9308
H -3.1222 -2.4185 1.5940
H -3.8900 -1.4629 -1.8479
H -2.6720 -0.3398 -1.1727
H -2.2401 -0.4327 -3.3150
H -2.0442 -2.2199 -3.5445
H -0.1346 -0.5404 -1.9974
H 0.2229 -1.5873 -3.2402
H -0.3985 -4.9249 -1.3491
H -1.1184 -3.9452 -2.7070
H 0.5769 -4.0301 -2.6365
H 1.8853 -2.6991 -1.8919
H 1.5685 -1.5071 -0.5824
H 1.6535 -3.2478 -0.3172
H -2.5063 -4.5651 -0.3784
H -3.1727 -3.9392 -2.0263
H -4.0356 -3.7457 -0.5150
H 0.0874 -3.2320 0.8724
C 0.2584 0.7941 -5.8692
C 1.0712 1.6589 -4.9124
C 0.2181 2.2379 -3.7784
C 1.0395 2.6497 -2.5593
C 2.0292 1.5673 -2.0620
C 2.9518 1.0581 -3.1557
N 2.0614 0.6689 -4.2899
O 2.9398 0.1441 -5.2468
C 4.0060 2.1366 -3.3938
C 3.6322 -0.2285 -2.6964
C 1.6546 2.8524 -5.7418
H 0.1339 -0.2311 -5.5288
H 0.7378 0.7856 -6.8609
H -0.7217 1.2563 -6.0636
H -0.4455 2.9691 -4.2220
H -0.3938 1.4090 -3.3946
H 0.3314 2.9337 -1.7846
H 1.6277 3.5392 -2.7981
H 1.5115 0.7045 -1.5900
H 2.5426 2.0415 -1.2148
H 3.5368 3.0771 -3.6293
H 4.6001 2.3117 -2.5393
H 4.5883 1.9138 -4.3086
H 4.2959 -0.0159 -1.8850
H 3.0106 -1.0181 -2.3308
H 4.3600 -0.6123 -3.4549
H 0.9068 3.3504 -6.3451
H 2.4233 2.5705 -6.4596
H 2.0897 3.5098 -4.9897
H 2.4690 -0.5917 -5.6586
C -5.6688 3.4980 2.5116
C -5.2814 2.9036 1.1185
C -6.2511 3.2088 0.0407
C -6.0520 4.6531 -0.4215
C -4.6534 4.9205 -0.9520
C -3.6206 4.6401 0.1238
N -3.8717 3.2759 0.6634
O -2.9024 3.0682 1.6892
C -2.2053 4.6658 -0.4653
C -3.7726 5.7739 1.0671
C -5.1028 1.3364 1.3254
H -4.8856 3.8628 3.1700
H -6.2794 2.7549 3.0302
H -6.3443 4.3269 2.3998
H -6.0889 2.5183 -0.8152
H -7.2078 3.0696 0.4588
H -6.3075 5.3091 0.3898
H -6.8706 4.8382 -1.2209
H -4.6348 5.9586 -1.3027
H -4.5475 4.2404 -1.7486
H -1.4237 4.2550 0.1942
H -2.2200 4.0986 -1.3944
H -1.9046 5.7050 -0.6252
H -3.7673 6.6918 0.4656
H -4.6845 5.6537 1.6646
H -2.9649 5.9413 1.7592
H -4.3844 1.0776 2.1107
H -4.8320 0.8232 0.4163
H -6.0442 0.9258 1.6788
H -2.6161 2.2092 1.4979
```

Frontier orbital gap ... 8.583 eV
E ... -3225.28743 a.u.
Net charge ... 0